Entry 1:
The following is a DFT calculation (ωB97M-V with the def2-TZVPD basis set) of the molecule C17H24N4O3S in a non-equilibrium geometry.

## Properties
net charge	0
gap between HOMO and LUMO	8.1394	eV
SMILES	CCn1ncc(S(=O)(=O)N2CCN(c3cccc(OC)c3)CC2)c1C
ΔE to the lowest compared entry with this formula, charge and spin	3.4416	eV

Atoms and positions in Å:
S: 1.771 -1.533 0.021
O: 2.348 -1.651 -1.288
O: -5.386 1.042 -2.524
O: 1.427 -2.740 0.720
N: 4.163 1.010 1.741
N: -2.163 -1.626 -0.026
N: 0.463 -0.479 -0.123
N: 3.942 0.232 2.802
C: -1.356 -1.556 1.176
C: 5.062 2.129 1.855
C: -4.598 1.002 -3.686
C: -0.320 -0.647 -1.332
C: -5.420 -0.169 0.870
C: -3.339 -0.893 -0.120
C: 2.826 -0.567 1.042
C: -5.796 0.457 -0.301
C: -4.943 0.402 -1.400
C: 3.135 -0.726 2.402
C: 3.515 0.568 0.645
C: 3.549 1.218 -0.686
C: -3.726 -0.259 -1.307
C: -1.305 -1.813 -1.178
C: -0.349 -0.398 1.075
C: -4.217 -0.841 0.967
C: 6.500 1.715 1.550
H: 0.385 -0.836 -2.142
H: -0.803 -2.494 1.277
H: -0.884 0.558 1.051
H: -3.631 1.495 -3.538
H: -1.903 -1.955 -2.077
H: 7.163 2.568 1.662
H: -0.723 -2.726 -1.006
H: -5.163 1.546 -4.443
H: -6.081 -0.143 1.724
H: 2.802 -1.495 3.068
H: 4.993 2.488 2.884
H: 2.923 2.111 -0.693
H: -0.852 0.292 -1.516
H: -3.072 -0.275 -2.162
H: 3.163 0.513 -1.417
H: 6.586 1.335 0.535
H: 0.330 -0.409 1.930
H: -1.980 -1.413 2.055
H: 4.733 2.917 1.174
H: 4.562 1.504 -0.962
H: -4.434 -0.025 -4.029
H: -3.977 -1.349 1.887
H: -6.732 0.982 -0.391
H: 6.811 0.935 2.239

Cartesian forces, eV/Å:
S 0.25 0.71 0.24
O -0.08 0.10 -0.08
O -0.08 -0.10 0.40
O 0.05 0.15 0.23
N -0.63 -0.34 -0.59
N 0.11 -0.27 -0.07
N 0.94 -0.47 -0.05
N 0.15 -0.21 0.87
C 0.16 0.16 0.27
C 0.55 0.22 0.02
C 0.15 -0.01 -0.19
C -0.17 -0.32 -0.55
C 0.04 0.09 -0.14
C -0.42 0.04 0.08
C -0.19 -0.20 -0.34
C -0.03 0.08 -0.22
C -0.24 0.08 0.17
C 0.01 0.03 -0.17
C -0.10 -0.07 -0.07
C 0.02 0.12 -0.03
C 0.15 0.04 -0.32
C 0.04 0.21 -0.23
C -0.30 -0.15 0.55
C 0.18 -0.02 0.15
C -0.22 0.07 0.05
H -0.19 0.10 -0.13
H -0.16 0.10 0.09
H 0.08 -0.06 0.04
H -0.03 -0.03 0.00
H 0.04 -0.04 0.01
H 0.10 0.07 0.00
H -0.10 0.02 -0.10
H 0.08 -0.05 0.02
H -0.06 -0.01 0.07
H -0.06 -0.17 0.21
H -0.12 0.01 -0.16
H -0.02 0.07 -0.04
H 0.06 -0.06 0.02
H 0.06 0.01 -0.08
H 0.06 0.11 -0.09
H 0.04 -0.03 -0.10
H -0.15 0.14 0.14
H 0.05 -0.05 -0.03
H -0.05 -0.06 0.10
H 0.05 0.03 -0.07
H 0.01 0.04 0.02
H 0.03 -0.07 0.06
H -0.13 0.06 -0.02
H 0.04 -0.06 0.05

=====

Entry 2:
The following is a DFT calculation (ωB97M-V with the def2-TZVPD basis set) of a structure of composition C17H24N4O5Tl in a non-equilibrium geometry.

## Properties
net charge	+1
gap between HOMO and LUMO	3.7363	eV

Atoms and positions in Å:
Tl: -0.440 -0.453 -0.059
O: 2.236 -1.566 2.872
O: -0.236 1.727 -2.340
O: 0.209 -2.514 -2.503
O: 2.459 -3.449 0.071
O: -3.621 0.702 -0.635
N: -0.360 1.852 0.757
N: -0.687 -1.553 -2.030
N: -2.506 0.145 -1.257
N: 1.787 0.120 -0.003
C: -2.897 -0.790 -2.137
C: 1.914 0.950 1.060
C: -1.901 -1.675 -2.585
C: -2.143 -2.647 -3.682
C: 4.225 0.161 1.283
C: 3.174 0.995 1.732
C: 4.051 -0.701 0.226
C: 2.321 2.898 3.050
C: -1.262 2.846 0.914
C: 2.789 -0.698 -0.381
C: 3.322 2.001 2.743
C: 1.047 2.896 2.403
C: -1.093 3.892 1.843
C: 0.819 1.870 1.424
C: -4.311 -0.842 -2.610
C: -1.464 -1.510 1.414
C: 0.057 3.882 2.603
H: 2.519 -1.398 -1.164
H: -4.825 0.069 -2.338
H: -4.329 -0.960 -3.692
H: 2.474 3.697 3.790
H: -3.312 1.214 0.125
H: 1.326 -1.626 3.301
H: -2.132 -2.259 0.912
H: 4.308 2.055 3.229
H: -4.878 -1.691 -2.227
H: 0.294 0.935 -2.511
H: -1.115 1.315 -2.237
H: 4.831 -1.392 -0.136
H: 0.272 4.659 3.344
H: -3.117 -3.135 -3.603
H: 1.502 -3.531 0.210
H: 2.782 -3.349 0.993
H: -2.140 -2.139 -4.647
H: -2.093 -0.820 2.006
H: 0.953 -2.556 -1.878
H: -0.622 -1.944 2.006
H: -2.140 2.804 0.268
H: -1.355 -3.388 -3.675
H: -1.868 4.663 1.933
H: 5.180 0.236 1.820

Cartesian forces, eV/Å:
Tl 1.39 1.33 0.92
O -2.08 0.03 -0.20
O -0.49 -0.99 0.13
O -0.26 0.67 0.14
O -0.51 -0.15 0.25
O 0.38 0.07 -0.39
N -0.34 0.33 -0.18
N -1.88 -1.73 -1.75
N -2.08 -2.10 -1.00
N -0.44 -0.78 -0.09
C -1.10 3.74 2.50
C 0.99 0.16 0.31
C 4.32 -0.80 -0.43
C -0.23 -0.31 0.13
C 0.22 0.26 0.53
C -1.45 0.55 -0.60
C -0.22 0.02 -0.14
C 0.90 -0.04 0.39
C 0.89 -0.77 0.33
C -0.83 0.46 0.36
C -0.11 0.59 0.48
C 0.30 -1.23 -1.03
C -0.11 -0.42 -0.37
C 0.16 1.02 0.40
C -0.01 -0.32 -0.19
C -0.79 -1.16 0.80
C 0.39 0.10 0.21
H 0.46 0.24 0.04
H -0.09 0.02 -0.03
H 0.11 0.06 -0.13
H 0.18 -0.53 -0.30
H 0.31 -0.01 -0.18
H 1.83 0.01 -0.55
H 0.81 0.52 0.62
H -0.65 0.10 -0.08
H 0.11 -0.06 0.26
H 0.42 0.42 -0.28
H 0.25 0.71 -0.17
H -0.55 0.55 0.31
H -0.25 -0.26 -0.29
H 0.08 0.08 0.16
H 0.42 -0.21 0.23
H -0.25 0.36 -0.23
H 0.11 0.17 -0.05
H 0.52 -0.32 -0.25
H -0.09 0.11 -0.02
H -0.93 0.12 -0.24
H 0.22 0.07 0.16
H -0.07 -0.16 -0.16
H 0.48 -0.35 0.00
H -0.44 -0.18 -0.32

=====

Entry 3:
The following is a DFT calculation (ωB97M-V with the def2-TZVPD basis set) of a cluster of 2 separate species, C17H24NOS2 in total in a non-equilibrium geometry.

## Properties
net charge	+1
gap between HOMO and LUMO	4.5176	eV
ΔE to the lowest compared entry with this formula, charge and spin	0.0000	eV

Atoms and positions in Å:
S: -1.320 1.774 -2.341
S: 1.586 1.127 -2.967
O: -1.052 -3.556 4.628
N: -0.655 -2.188 2.228
C: 0.348 1.755 -1.966
C: -0.635 -1.640 0.979
C: -1.833 -1.888 3.047
C: -1.515 1.091 -4.017
C: -1.576 -2.233 4.505
C: 1.546 4.011 1.478
C: 2.512 3.400 0.665
C: 0.218 -1.410 -1.365
C: -0.405 1.414 -4.997
C: 0.308 -1.891 0.029
C: -0.194 3.249 -0.031
C: 0.210 -3.700 3.975
C: 0.767 2.591 -0.828
C: 0.192 3.942 1.117
C: 0.897 0.744 -4.615
C: 0.133 -3.390 2.481
C: 2.129 2.709 -0.486
H: -1.668 0.012 -3.893
H: -2.455 1.553 -4.351
H: 0.469 -4.757 4.126
H: -0.270 2.495 -5.086
H: -0.568 4.422 1.736
H: -2.524 -2.259 5.059
H: 3.569 3.454 0.933
H: 0.816 -0.351 -4.653
H: -1.253 3.208 -0.302
H: 1.154 -1.623 -1.892
H: -2.049 -0.820 2.937
H: 1.148 -3.240 2.099
H: -0.308 -4.270 1.971
H: 1.845 4.532 2.390
H: -2.706 -2.468 2.695
H: -0.890 -1.479 4.937
H: 0.074 -0.322 -1.371
H: 0.973 -3.043 4.438
H: -1.433 -0.916 0.777
H: -0.622 -1.836 -1.933
H: -0.705 1.034 -5.981
H: 1.700 1.068 -5.292
H: 2.892 2.245 -1.117
H: 1.149 -2.552 0.251

Cartesian forces, eV/Å:
S 0.43 0.16 -0.13
S -0.19 0.65 0.09
O 0.27 0.54 -0.31
N 0.01 0.34 0.55
C 0.03 1.29 -1.26
C 1.16 -0.09 -1.03
C 0.00 -0.63 -0.17
C -0.27 -0.24 0.14
C 0.05 -0.27 0.01
C -0.13 -0.30 -0.39
C -0.19 -0.02 -0.15
C -0.14 0.69 -0.43
C 0.07 0.06 0.27
C -0.59 -0.60 1.21
C 0.07 -0.01 0.37
C -0.15 0.11 0.20
C 0.02 -0.41 0.42
C 0.08 -0.11 -0.23
C 0.09 -0.46 -0.04
C -0.55 -0.27 0.19
C 0.07 0.00 0.34
H 0.02 0.21 -0.20
H 0.19 -0.23 0.21
H 0.18 0.43 -0.08
H -0.04 -0.07 0.02
H 0.27 -0.13 -0.23
H 0.34 0.24 -0.11
H -0.36 0.01 -0.12
H 0.00 0.27 -0.11
H 0.39 0.04 0.22
H -0.23 0.05 -0.07
H -0.05 -0.18 0.10
H -0.19 -0.08 0.14
H 0.09 0.37 -0.08
H -0.09 -0.15 -0.33
H 0.16 0.15 0.06
H -0.13 -0.37 0.05
H -0.01 -0.56 -0.01
H -0.33 -0.24 0.05
H 0.15 -0.32 0.03
H 0.21 -0.10 0.06
H 0.08 0.08 0.16
H -0.13 -0.19 0.27
H -0.22 0.18 0.34
H -0.43 0.11 -0.05

=====

Entry 4:
The following is a DFT calculation (ωB97M-V with the def2-TZVPD basis set) of a cluster of 2 separate species, C17H25BBrF2NO7P in total.

## Properties
net charge	+1
gap between HOMO and LUMO	7.8946	eV

Atoms and positions in Å:
Br: 0.504 1.119 -2.742
P: 2.557 -0.686 -0.597
F: -3.763 3.836 0.902
F: 4.925 -2.274 -3.389
O: -5.248 0.826 -3.183
O: 1.871 -2.116 2.074
O: 4.844 -5.363 -1.858
O: 3.330 0.574 -1.289
O: 6.221 -4.110 -3.089
O: 6.990 -6.007 -2.125
O: 2.147 -1.483 -1.941
N: -0.673 0.453 1.631
C: -3.003 1.120 -2.258
C: -2.695 3.250 1.584
C: -2.791 1.718 1.359
C: 4.136 -4.170 -2.182
C: 0.891 0.081 -0.102
C: -1.188 1.331 -0.519
C: -4.320 1.764 -2.668
C: 1.956 -0.201 3.649
C: -1.867 -0.779 3.346
C: 0.029 0.801 -0.958
C: 6.115 -5.248 -2.329
C: 0.524 -0.076 1.221
C: -2.773 3.639 3.042
C: -1.051 0.205 3.013
C: 4.926 -3.638 -3.357
C: -1.521 1.138 0.812
C: -2.121 2.074 -1.429
B: 1.457 -0.856 2.318
H: -5.265 0.047 -2.618
H: 2.760 -0.801 4.072
H: -3.236 0.238 -1.647
H: 2.643 -1.149 -2.705
H: -1.776 3.638 1.133
H: 2.318 0.822 3.524
H: 1.545 -2.529 1.267
H: -2.781 2.725 -0.859
H: -2.668 4.718 3.143
H: -1.967 3.172 3.610
H: -0.595 0.866 3.735
H: 1.164 -0.176 4.398
H: -1.536 2.725 -2.078
H: -3.584 1.545 0.631
H: -3.738 3.340 3.451
H: -4.168 2.477 -3.479
H: -3.095 1.239 2.280
H: 3.100 -4.394 -2.418
H: 4.603 -4.003 -4.333
H: 3.315 1.378 -0.755
H: -4.751 2.291 -1.809
H: -2.312 -1.435 2.606
H: -2.464 0.759 -3.136
H: 4.179 -3.476 -1.340
H: -2.103 -0.939 4.389

Cartesian forces, eV/Å:
Br 0.07 -0.05 -0.09
P 0.19 0.01 0.49
F 0.14 0.00 0.10
F 0.04 0.00 0.07
O 0.21 -0.02 -0.09
O -0.48 -0.04 0.07
O 0.06 0.05 -0.03
O -0.28 0.13 0.03
O -0.02 -0.09 -0.16
O 0.08 -0.03 0.04
O 0.10 -0.02 -0.20
N -0.06 -0.02 -0.03
C 0.09 -0.12 0.09
C 0.00 -0.16 0.04
C -0.07 0.11 -0.01
C -0.28 -0.10 0.05
C -0.02 0.32 -0.72
C 0.40 0.02 -0.24
C -0.19 -0.16 -0.13
C 0.07 0.08 -0.09
C 0.30 0.17 -0.11
C 0.03 -0.05 0.25
C -0.08 0.14 0.08
C -0.17 -0.15 0.12
C -0.01 0.19 -0.14
C -0.27 -0.26 0.20
C 0.09 -0.01 0.08
C 0.10 -0.21 0.46
C -0.22 0.11 -0.16
B 0.09 -0.03 0.08
H -0.08 0.03 0.04
H 0.05 -0.01 -0.05
H -0.01 0.00 0.01
H -0.13 -0.06 -0.12
H -0.07 0.05 -0.06
H -0.06 0.02 0.00
H 0.10 -0.03 0.02
H 0.15 0.02 -0.01
H -0.05 -0.02 0.00
H -0.03 -0.07 0.00
H -0.03 0.11 -0.07
H 0.03 0.02 0.06
H -0.04 0.00 -0.06
H 0.00 0.00 0.04
H 0.04 -0.06 0.06
H 0.04 0.15 0.13
H 0.00 -0.07 0.06
H 0.03 -0.13 0.00
H -0.05 0.12 -0.04
H 0.23 0.04 -0.06
H 0.01 0.09 0.00
H 0.01 -0.01 0.03
H -0.05 -0.05 0.04
H 0.06 0.08 -0.05
H -0.04 -0.04 -0.02

=====

E_LUMO
In order: 0.63, -5.17, -5.17, -4.44
Unit: eV